# 1
Below is a structure of composition C66H64BF2N4O5P2S2Ti in a non-equilibrium geometry, with properties calculated with ωB97M-V with the def2-TZVPD basis set.

Calculated values
HOMO = -9.9 eV

```
! RIJCOSX wB97M-V def2-TZVPD def2/J DEFGRID3
* xyz 1 1
Ti -0.41545 0.00220 -0.55202
O -3.28024 1.47320 -3.59522
C -3.83525 0.24370 -3.86784
C -4.50693 0.04318 -5.06785
C -5.10029 -1.17574 -5.34614
C -5.02542 -2.20525 -4.41977
C -4.35618 -1.99638 -3.22735
C -3.75024 -0.77687 -2.92391
C -3.05585 -0.65166 -1.60708
O -1.92017 0.08142 -1.56684
N -3.57885 -1.26264 -0.62989
N -3.16750 -1.08518 0.65750
C -2.54821 -2.02897 1.24453
C -1.95849 -3.20920 0.55739
C -2.42577 -4.50442 0.73016
C -1.84047 -5.56433 0.04915
C -0.78048 -5.32322 -0.81565
C -0.28622 -4.03609 -0.98526
C -0.86907 -2.99470 -0.28932
O -0.36152 -1.73177 -0.34946
H -3.50157 2.06322 -4.32488
H -4.56724 0.85687 -5.78429
H -5.62349 -1.31552 -6.28298
H -5.48096 -3.16405 -4.62727
H -4.28720 -2.78549 -2.48983
H -2.40617 -1.89880 2.31288
H -3.26252 -4.67728 1.39770
H -2.20872 -6.57153 0.19431
H -0.31885 -6.14343 -1.35156
H 0.54786 -3.84113 -1.64472
C -5.45835 5.68975 4.84310
C -4.20539 5.04509 4.31186
C -2.96548 5.28936 4.90110
C -1.81064 4.71014 4.40097
C -1.91038 3.89043 3.28660
C -3.12890 3.59995 2.69432
C -4.26923 4.18767 3.21537
S -0.42570 3.16140 2.66309
O -0.99589 2.34982 1.45940
C 0.44655 4.54696 1.97164
C 1.70284 4.76213 2.58621
C 2.47190 5.81565 2.19316
C 2.01887 6.69457 1.17996
C 2.80027 7.80403 0.76302
C 2.35688 8.63703 -0.21865
C 1.10886 8.40029 -0.84627
C 0.33676 7.34143 -0.47524
C 0.76552 6.46226 0.55990
C -0.02798 5.35454 0.96916
C -1.31718 5.05749 0.26913
C -2.50126 5.76677 0.63122
C -2.49118 6.79284 1.61374
C -3.64244 7.44593 1.94277
C -4.86242 7.10529 1.31188
C -4.90078 6.11378 0.37601
C -3.72355 5.41323 0.01565
C -3.75717 4.34825 -0.92343
C -2.62143 3.69502 -1.28592
C -1.39988 4.09102 -0.70144
S 0.12415 3.34629 -1.20991
O -0.11604 1.83860 -1.25397
C 0.16293 3.78663 -2.91986
C -0.39201 2.93424 -3.86090
C -0.25058 3.25392 -5.20331
C 0.45037 4.38768 -5.60937
C 0.63373 4.70538 -7.06990
C 1.00246 5.21938 -4.63346
C 0.87185 4.92353 -3.28732
H -5.27736 6.19342 5.79127
H -6.24574 4.95029 4.99170
H -5.83587 6.43013 4.13396
H -2.90447 5.93006 5.77220
H -0.85164 4.90051 4.87141
H -3.18084 2.91970 1.85397
H -5.22936 3.97693 2.75716
H 2.04694 4.07860 3.35366
H 3.44144 5.98416 2.64609
H 3.75603 7.97480 1.24278
H 2.95647 9.48577 -0.52204
H 0.76772 9.06727 -1.62784
H -0.61319 7.16451 -0.96565
H -1.55959 7.04837 2.10498
H -3.62615 8.22650 2.69355
H -5.76776 7.63856 1.57252
H -5.83348 5.84982 -0.10845
H -4.71020 4.05358 -1.34830
H -2.64673 2.86370 -1.98105
H -0.91444 2.03735 -3.55049
H -0.68392 2.60107 -5.95260
H 0.09635 3.99979 -7.70178
H 1.68996 4.66451 -7.34143
H 0.27717 5.71048 -7.29888
H 1.55736 6.10160 -4.93394
H 1.31420 5.56790 -2.53395
C 3.04720 1.91962 -1.40533
P 2.49432 0.22722 -0.99893
C 3.73397 -0.14366 0.37764
N 4.63740 0.77686 0.56514
C 5.49502 0.66273 1.61215
C 6.48287 1.65493 1.82793
C 7.30916 1.55436 2.90815
C 7.18704 0.46762 3.81524
C 6.25206 -0.50410 3.61617
C 5.39036 -0.42203 2.49516
N 4.47424 -1.39839 2.26989
C 3.66522 -1.29400 1.25198
P 2.49705 -2.69196 0.87928
C 3.78707 -3.93362 0.43962
C 1.90338 -3.31859 2.53666
C 1.14562 -2.16236 3.19750
C 2.96472 -3.87780 3.48716
C 0.91804 -4.44128 2.18569
C 3.14847 -0.70557 -2.50966
C 4.64916 -0.96474 -2.41326
C 2.83339 0.13271 -3.75607
C 2.39093 -2.02996 -2.64259
H 4.10647 1.91371 -1.65408
H 2.91435 2.57276 -0.54294
H 2.48060 2.29731 -2.25417
H 6.55755 2.47227 1.12095
H 8.06932 2.30584 3.08080
H 7.84806 0.41416 4.67102
H 6.14654 -1.34584 4.28935
H 4.57094 -3.97757 1.19774
H 4.23624 -3.67788 -0.52153
H 3.32187 -4.91561 0.33681
H 1.81048 -1.33061 3.44232
H 0.68123 -2.50781 4.12682
H 0.35415 -1.77689 2.54733
H 3.78169 -3.17890 3.66462
H 3.38138 -4.81456 3.10993
H 2.48264 -4.09816 4.44546
H 0.08715 -4.08409 1.56833
H 0.50292 -4.85284 3.11119
H 1.40748 -5.26051 1.65219
H 5.21236 -0.04742 -2.22037
H 5.01070 -1.38749 -3.35621
H 4.88459 -1.67273 -1.61623
H 3.48186 1.00477 -3.84545
H 1.79325 0.47554 -3.76900
H 2.98584 -0.48791 -4.64270
H 2.54448 -2.67811 -1.77899
H 2.72965 -2.55934 -3.53902
H 1.31718 -1.86174 -2.73657
F 0.75412 0.73582 1.42018
B -0.69541 0.84026 1.38802
F -1.21254 0.27382 2.51957
*
```

=====

# 2
Below is a cluster of 8 separate species, C66H64BI2N3O21P in total in a non-equilibrium geometry, with properties calculated with ωB97M-V with the def2-TZVPD basis set.

Calculated values
HOMO = -10.6 eV

```
! RIJCOSX wB97M-V def2-TZVPD def2/J DEFGRID3
* xyz 1 1
C 7.16884 -0.44998 2.01652
C 6.75721 -1.35332 3.29066
P 5.36725 -0.73111 4.36736
C 6.07847 0.60161 5.49863
C 4.98084 1.47236 6.30491
C 3.76712 -0.25557 3.51280
O 2.69652 -0.61007 4.38773
B 3.07619 -1.55359 5.42250
O 3.30254 -1.17526 6.81373
O 3.18102 -2.99445 5.16890
O 3.94080 1.18780 3.30504
C 3.00444 1.87005 2.34121
C 1.84425 2.25332 3.43129
C 1.03979 3.58382 3.10950
N -0.25208 3.69828 2.90590
C 3.98170 3.04658 1.85349
I 5.93733 3.30882 2.85790
C 3.74537 4.01104 0.84795
C 4.84451 5.14868 0.46841
I 1.89850 4.07325 -0.24590
C 2.78767 0.54233 1.40823
C 3.82011 0.75113 0.15410
O 3.83637 -0.43289 -0.73924
N 3.88398 0.07605 -2.00935
O 4.14893 -0.80388 -2.77145
C 1.41407 0.33456 0.62326
C 0.07182 0.26306 1.46713
C -0.20343 -0.72932 2.65723
C -1.55893 -0.79510 3.42816
C -2.74291 0.13281 3.06913
C -2.51131 1.13150 1.89852
C -1.14809 1.19615 1.11313
C -1.13691 2.26099 -0.09375
N 3.46052 -0.66584 2.06993
C 2.91868 -2.03542 1.81652
C 4.25693 -3.11324 1.65911
C 3.82266 -4.67209 1.22152
O 4.31700 -4.22720 2.67452
H 8.27402 -0.17855 1.99335
H 6.45275 0.43531 1.97444
H 6.97120 -1.07459 1.05944
H 7.70246 -1.38520 3.96261
H 6.65486 -2.44439 2.91944
H 6.85279 1.28796 4.97868
H 6.69176 0.04111 6.30590
H 5.00213 1.14135 7.39632
H 3.93611 1.26392 5.89330
H 5.17931 2.60854 6.22817
H 4.07226 -1.74570 7.07279
H 2.32616 -3.27148 4.75768
H 2.43889 2.48784 4.39885
H 1.18151 1.36493 3.70360
H 1.65174 4.56839 3.09515
H -0.48547 4.69880 2.73226
H 4.44913 5.78633 -0.40144
H 4.94301 5.79822 1.40785
H 5.82689 4.68943 0.11457
H 4.90330 0.90183 0.47822
H 3.53787 1.62839 -0.51413
H 1.31112 1.22170 -0.11222
H 1.39723 -0.58557 -0.07945
H 0.59572 -1.45463 3.01126
H -1.73287 -1.55727 4.27225
H -3.77123 0.13777 3.55272
H -3.39538 1.80992 1.59705
H -0.46429 1.93832 -0.96521
H -2.21243 2.25614 -0.51877
H -0.93516 3.33792 0.25993
H 4.44345 -0.77803 1.72493
H 2.39079 -2.53358 2.68898
H 2.44926 -2.21141 0.79914
H 5.27683 -2.67205 1.20118
H 2.77553 -4.98439 1.57316
H 4.58124 -5.34898 0.71461
C -5.99070 0.72050 0.96254
C -7.03239 -0.10822 0.89165
C -8.41671 0.40553 0.81446
O -9.36819 -0.35153 0.75211
C -8.60140 1.87176 0.81674
C -7.55920 2.70056 0.88775
C -6.17580 2.18815 0.96523
O -5.22234 2.94782 1.02804
H -4.97059 0.36148 1.02034
H -6.91493 -1.18508 0.88791
H -9.62098 2.22990 0.75886
H -7.67696 3.77657 0.89129
C 3.67962 -7.36719 4.47103
C 4.64712 -8.17003 4.91552
C 4.63174 -9.62037 4.62857
O 5.51216 -10.35369 5.03492
C 3.50377 -10.14482 3.82878
C 2.53656 -9.34104 3.38439
C 2.55257 -7.89134 3.67174
O 1.67056 -7.15496 3.26444
H 3.67410 -6.30264 4.67212
H 5.48012 -7.80173 5.50144
H 3.50859 -11.20871 3.62730
H 1.70343 -9.70875 2.79821
C 2.12337 -1.22868 -4.92997
C 2.62420 -1.69134 -6.07577
C 1.74145 -2.08203 -7.19577
O 2.19676 -2.50569 -8.24048
C 0.28304 -1.93819 -6.99594
C -0.21668 -1.47564 -5.84909
C 0.66634 -1.08547 -4.73063
O 0.21068 -0.65990 -3.68174
H 2.75320 -0.93765 -4.09824
H 3.68937 -1.80168 -6.23821
H -0.34890 -2.22773 -7.82622
H -1.28204 -1.36478 -5.68595
C -0.96104 2.17711 -5.81272
C 0.02088 3.06050 -5.99209
C -0.08715 4.13168 -7.00420
O 0.81134 4.93897 -7.17046
C -1.32626 4.18710 -7.80835
C -2.30887 3.30312 -7.62887
C -2.20006 2.23129 -6.61620
O -3.09605 1.42518 -6.44986
H -0.89746 1.38543 -5.07594
H 0.93343 3.03441 -5.41174
H -1.38893 4.97872 -8.54456
H -3.22258 3.32879 -8.20972
C -7.13201 2.87942 -2.62202
C -6.60468 2.42619 -3.76013
C -7.46202 2.02589 -4.89661
O -6.98206 1.61090 -5.93363
C -8.92499 2.14896 -4.72290
C -9.45213 2.60218 -3.58469
C -8.59546 3.00236 -2.44879
O -9.07665 3.41820 -1.40980
H -6.51914 3.17641 -1.77971
H -5.53540 2.33060 -3.90401
H -9.53751 1.85227 -5.56505
H -10.52128 2.69773 -3.44096
C 6.21392 3.40239 -6.66238
C 5.16691 2.57836 -6.71308
C 3.78341 3.09797 -6.75987
O 2.82715 2.34323 -6.80410
C 3.60447 4.56653 -6.75002
C 4.65382 5.39019 -6.69931
C 6.03668 4.87053 -6.65245
O 6.99350 5.62095 -6.60798
H 7.23352 3.03913 -6.62694
H 5.27955 1.50097 -6.72187
H 2.57924 4.93374 -6.78584
H 4.54215 6.46744 -6.69066
C -10.01984 -2.73054 3.17795
C -11.03233 -2.19604 2.49439
C -12.41553 -2.69120 2.66087
O -13.33989 -2.20578 2.03639
C -12.63238 -3.79994 3.61506
C -11.61920 -4.33406 4.29839
C -10.23618 -3.83871 4.13171
O -9.31096 -4.32444 4.75662
H -9.00088 -2.38077 3.06780
H -10.89049 -1.38459 1.79371
H -13.65129 -4.14971 3.72522
H -11.76039 -5.14665 5.00026
*
```

=====

# 3
Below is a cluster of 7 separate species, C66H81N13O3 in total in a non-equilibrium geometry, with properties calculated with ωB97M-V with the def2-TZVPD basis set.

Calculated values
HOMO = -26.7 eV

```
! RIJCOSX wB97M-V def2-TZVPD def2/J DEFGRID3
* xyz 10 1
N -12.28232 -2.01478 1.01756
O -11.12453 -2.09247 0.58417
O -12.51755 -2.04375 2.20367
O -13.15263 -2.14424 0.26565
C -6.84802 -3.19819 0.61850
N -7.02382 -1.69303 0.46237
C -6.09112 -0.90881 -0.16810
C -6.30033 0.46261 -0.19678
C -7.36640 1.01119 0.46848
C -8.18258 0.21046 1.21162
C -8.07939 -1.15419 1.04738
C -7.44770 2.51306 0.60859
C -7.38204 3.36592 -0.49946
C -7.23386 4.76840 -0.21627
N -7.46013 5.30478 1.02394
C -7.60950 4.52236 2.08969
C -7.55524 3.14286 1.88860
C -7.48696 6.81316 1.14476
H -5.94315 -3.59977 0.16238
H -7.62327 -3.69503 0.03520
H -6.90330 -3.39473 1.68921
H -5.37363 -1.35978 -0.83761
H -5.60265 0.97837 -0.83993
H -8.90399 0.64311 1.88895
H -8.66465 -1.80573 1.67934
H -7.31425 3.03568 -1.52550
H -7.25364 5.50118 -1.00940
H -7.82776 4.99200 3.03743
H -7.60931 2.63262 2.83893
H -7.35028 7.13546 2.17701
H -8.43530 7.20865 0.78098
H -6.65993 7.15662 0.52335
C -20.98961 2.43756 -5.98143
N -20.34235 1.36734 -5.27529
C -20.65791 0.99434 -3.96172
C -19.83732 0.00154 -3.32117
C -18.82801 -0.66617 -3.99042
C -18.63908 -0.34919 -5.32211
C -19.39945 0.61115 -5.98561
C -18.02432 -1.66764 -3.24765
C -17.12210 -1.20226 -2.32154
C -16.27601 -2.17508 -1.64170
N -16.50303 -3.48677 -1.87607
C -17.32634 -3.92753 -2.89635
C -18.07396 -3.02577 -3.57874
C -15.57851 -4.43162 -1.43609
H -20.47816 2.72315 -6.90064
H -20.78063 3.25499 -5.29133
H -22.05641 2.21418 -5.99324
H -21.52778 1.44660 -3.50874
H -19.93617 -0.22527 -2.26989
H -17.87787 -0.77143 -5.96139
H -19.23479 0.87653 -7.01947
H -16.93364 -0.15483 -2.13778
H -15.44413 -1.76992 -1.08471
H -17.31025 -4.99043 -3.08710
H -18.68861 -3.44795 -4.36001
H -16.02847 -4.89219 -0.55659
H -14.68584 -3.87925 -1.14263
H -15.41052 -5.15429 -2.23461
C -10.83094 3.54561 4.90673
N -11.06177 3.15491 3.50078
C -11.33269 4.07030 2.55972
C -11.57837 3.73658 1.24638
C -11.72139 2.45511 0.90248
C -11.65403 1.50578 1.91177
C -11.18371 1.84057 3.17350
C -11.85267 2.01724 -0.54899
C -11.11507 2.61750 -1.55293
C -11.19106 2.22136 -2.85634
N -11.97729 1.19426 -3.14052
C -12.76487 0.55932 -2.23884
C -12.69507 0.99701 -0.94699
C -12.08590 0.71172 -4.51218
H -11.73997 3.12841 5.33997
H -10.70753 4.62297 5.01704
H -10.00973 2.91328 5.24419
H -11.06529 5.05689 2.90834
H -11.54460 4.49499 0.47821
H -11.82548 0.45433 1.73442
H -10.98336 1.20903 4.02638
H -10.42882 3.39502 -1.25141
H -10.48124 2.69538 -3.51805
H -13.45845 -0.13119 -2.69550
H -13.44340 0.59784 -0.27836
H -11.43134 -0.15382 -4.61468
H -11.81974 1.54299 -5.16506
H -13.07130 0.41131 -4.86835
C -6.01790 -8.73688 -8.53140
N -6.86623 -8.10478 -7.52929
C -6.64803 -6.87352 -7.04734
C -7.59993 -6.32806 -6.26832
C -8.65828 -7.08122 -5.72935
C -8.79305 -8.37881 -6.19774
C -7.91704 -8.87493 -7.17220
C -9.44921 -6.52048 -4.57242
C -9.74911 -5.12539 -4.56444
C -10.56815 -4.63318 -3.51593
N -10.88637 -5.49648 -2.51462
C -10.61421 -6.77850 -2.47575
C -9.90828 -7.36497 -3.57160
C -11.85052 -5.00251 -1.51023
H -5.57360 -9.65419 -8.14510
H -5.30555 -7.98870 -8.87909
H -6.66945 -8.75290 -9.40508
H -5.76349 -6.35453 -7.38591
H -7.33022 -5.34657 -5.90730
H -9.66173 -8.98263 -5.98049
H -8.16002 -9.65242 -7.88133
H -9.48461 -4.48242 -5.39089
H -10.93579 -3.61774 -3.52701
H -11.07314 -7.31617 -1.65924
H -9.65219 -8.41383 -3.54496
H -12.13314 -5.71422 -0.73454
H -12.72770 -4.69006 -2.07683
H -11.46575 -4.09154 -1.05176
C -17.21745 3.05382 7.30269
N -17.15662 1.71249 6.68337
C -16.86833 0.71521 7.55863
C -16.58752 -0.54630 7.06528
C -16.57377 -0.79802 5.66421
C -16.93637 0.26091 4.81631
C -17.18720 1.54081 5.34966
C -16.25021 -2.13133 5.10901
C -16.83486 -3.18953 5.70256
C -16.73267 -4.38609 5.04783
N -16.03313 -4.53870 3.87827
C -15.48551 -3.40089 3.31210
C -15.52574 -2.19144 3.91575
C -16.00484 -5.76107 3.05776
H -18.20505 3.38284 6.97943
H -16.37020 3.59707 6.88420
H -17.05845 3.03058 8.38078
H -16.94710 0.97602 8.60371
H -16.28611 -1.35204 7.71822
H -17.13983 0.17145 3.75943
H -17.50249 2.41509 4.79954
H -17.26574 -3.16007 6.69245
H -17.14904 -5.27872 5.49082
H -15.19982 -3.54868 2.28111
H -15.00646 -1.38834 3.41397
H -15.51539 -5.69610 2.08600
H -17.06676 -6.00682 3.06262
H -15.57833 -6.51573 3.71858
C -11.96911 -5.71544 3.93298
C -10.97784 -4.98087 4.88668
N -11.67715 -4.17427 5.75734
C -12.31380 -4.60752 6.90736
C -12.90541 -3.43355 7.44896
N -12.65451 -2.37575 6.66515
C -11.90619 -2.83131 5.59294
C -13.05333 -1.01086 7.01456
H -12.46172 -4.92322 3.36922
H -12.85464 -6.12845 4.41605
H -11.48450 -6.28886 3.14277
H -10.09947 -4.47184 4.48987
H -10.49108 -5.78970 5.43160
H -12.34732 -5.60725 7.31458
H -13.60271 -3.26293 8.25585
H -11.53543 -2.24935 4.76212
H -12.14931 -0.46988 7.29415
H -13.71683 -0.98298 7.87891
H -13.48507 -0.45068 6.18517
*
```